The following is a DFT calculation (ωB97M-V with the def2-TZVPD basis set) of 2 unconnected molecules or ions with the total composition C6H13N3O in a non-equilibrium geometry.

```
23
Properties=species:S:1:pos:R:3
C -1.44230 1.34194 -0.17246
C -2.14039 -0.84852 0.59367
C 1.45736 1.20389 -1.21843
N -1.08850 -0.05230 0.00403
C -0.01400 -1.67272 -1.29461
C 0.24722 -0.34025 0.41621
C 1.36220 0.30026 -0.03192
N 0.44368 -1.23335 1.51764
N 2.56374 0.10200 0.64644
O 0.09452 -1.18035 -2.33155
H 0.29498 -2.19534 1.23417
H -0.18882 -1.02377 2.28103
H 2.47583 -0.60361 1.36602
H 3.37496 -0.02482 0.05706
H -2.52318 1.45139 -0.09132
H -0.96939 1.97930 0.58373
H -1.83976 -1.89459 0.61829
H -2.41783 -0.52128 1.60597
H -3.02214 -0.77489 -0.04523
H -1.14220 1.69011 -1.16114
H 2.50658 1.28803 -1.52216
H 0.88114 0.79790 -2.06067
H 1.08629 2.21096 -0.99476
```

The calculation puts the relative energy (zero: lowest compared OMol25 entry of this formula, charge and spin) at 2.7934 eV. Its largest force on an atom is 0.0484 hartree/bohr. The calculation puts the highest occupied orbital energy at -7.02 eV. The total energy is -12948.9225 eV. As for the LUMO energy: 0.9 eV.

Quick look at the Löwdin charges, all values in e: -0.066, -0.106, -0.040, -0.245, 0.025, -0.450, -0.344, 0.073, 0.085, 0.030, 0.073, 0.085, 0.067, 0.082, 0.083, 0.097, 0.071, 0.087, 0.090, 0.075, 0.081, 0.064, 0.082